Here is an isolated molecule of C5H8O2 from OMol25. Energies are from wB97M-V/def2-TZVPD.

Its net charge is 0. The value obtained for the energy relative to the best compared isomer or geometry (same formula, charge and spin) is 0.967 eV. As for the HOMO-LUMO gap: 11.38 eV. For the total energy, the calculation gives -345.769406 Eh. As for the molecular weight: 100.12 Da. The maximum force comes out at 0.0184 Eh/bohr.

The geometry in XYZ format:
```
15
C5H8O2 wB97M-V/def2-TZVPD
C -0.293 1.463 -0.332
C -0.171 0.067 0.209
O 1.056 -0.117 0.903
C 2.150 -0.215 0.131
O 2.199 -0.329 -1.069
C -0.733 -1.110 -0.520
C -1.327 -0.667 0.797
H -1.152 1.554 -1.003
H 0.600 1.711 -0.908
H -0.410 2.209 0.465
H 3.036 -0.183 0.773
H -1.286 -0.916 -1.437
H -0.154 -2.029 -0.527
H -2.290 -0.167 0.798
H -1.117 -1.273 1.674
```



Here is a structure of composition C15H15ClNOPd in a non-equilibrium geometry from OMol25. Energies are from wB97M-V/def2-TZVPD.

Its net charge is -2. Its expectation value of S² is 3.77. The value obtained for the energy relative to the best compared isomer or geometry (same formula, charge and spin) is 0.000 eV. As for the HOMO-LUMO gap (spin up / spin down): 3.74 / 5.78 eV. For the total energy, the calculation gives -1298.392340 Eh. As for the molecular weight: 367.16 Da. As for the spin multiplicity: 4. The maximum force comes out at 0.1808 Eh/bohr.

The geometry in XYZ format:
```
34
C15H15ClNOPd wB97M-V/def2-TZVPD
C 2.126 -1.938 0.357
C 2.146 -2.117 -1.059
C 0.799 -2.321 -1.497
H 3.032 -2.095 -1.686
C -0.054 -2.287 -0.353
C 0.763 -2.031 0.795
H 0.415 -1.882 1.810
H 2.976 -1.698 0.985
H 0.473 -2.451 -2.523
H -1.130 -2.415 -0.364
Pd 0.954 -0.534 -0.547
Cl 2.411 1.415 0.656
C 0.981 1.964 -2.147
C -0.252 1.361 -2.550
C 0.051 0.145 -3.228
H -1.236 1.809 -2.443
C 1.474 -0.022 -3.224
C 2.054 1.116 -2.577
H 3.113 1.335 -2.472
H 1.086 2.915 -1.637
H -0.675 -0.479 -3.749
H 2.036 -0.789 -3.757
O -1.268 1.022 0.049
N -1.583 1.030 1.324
C -2.901 1.195 1.661
C -3.305 1.049 2.973
C -2.366 0.753 3.964
C -1.022 0.642 3.609
C -0.639 0.856 2.297
H -3.580 1.393 0.833
H -4.362 1.162 3.198
H -2.675 0.622 5.000
H -0.247 0.388 4.330
H 0.407 0.887 1.974
```



Here is a cluster of 13 separate species, C27H85N5O13 in total in a non-equilibrium geometry from OMol25. Energies are from wB97M-V/def2-TZVPD.

Its net charge is 0. The value obtained for the energy relative to the best compared isomer or geometry (same formula, charge and spin) is 0.000 eV. As for the HOMO-LUMO gap: 9.58 eV. For the total energy, the calculation gives -2331.354509 Eh. As for the molecular weight: 688.00 Da. The maximum force comes out at 0.0618 Eh/bohr.

The geometry in XYZ format:
```
130
C27H85N5O13 wB97M-V/def2-TZVPD
O -3.537 2.551 -0.540
H -3.683 2.162 0.337
H -3.136 3.419 -0.318
C 4.602 3.950 -0.043
C 3.583 3.137 -0.828
C 2.299 3.977 -0.696
O 1.243 3.311 -1.484
C 0.049 3.991 -1.588
N 3.937 3.020 -2.199
H 5.560 3.406 0.024
H 4.307 4.106 0.973
H 4.800 4.838 -0.698
H 3.351 2.170 -0.297
H 2.501 4.909 -1.120
H 1.943 4.033 0.328
H -0.065 4.641 -2.445
H -0.130 4.565 -0.664
H -0.756 3.237 -1.715
H 3.155 2.569 -2.680
H 4.751 2.420 -2.211
C -1.384 0.730 3.800
C -1.887 1.334 2.531
C -1.238 0.718 1.304
O 0.186 0.627 1.493
C 0.894 0.078 0.380
N -3.372 1.316 2.157
H -1.600 -0.338 3.855
H -1.874 1.230 4.624
H -0.309 0.861 3.940
H -1.547 2.409 2.494
H -1.504 1.222 0.339
H -1.647 -0.307 1.206
H 0.357 -0.761 -0.073
H 1.892 -0.243 0.667
H 0.984 0.831 -0.368
H -3.849 0.548 2.641
H -3.786 2.139 2.566
C -4.989 -0.534 -0.731
C -5.140 -1.989 -0.384
C -3.762 -2.589 -0.068
O -3.044 -2.975 -1.268
C -1.677 -3.131 -0.950
N -5.978 -2.012 0.836
H -4.660 -0.032 0.146
H -5.952 -0.194 -1.007
H -4.273 -0.296 -1.551
H -5.559 -2.573 -1.233
H -3.754 -3.410 0.587
H -3.016 -1.943 0.425
H -1.330 -4.120 -0.602
H -1.354 -2.357 -0.263
H -1.123 -2.963 -1.883
H -6.426 -2.913 1.008
H -6.667 -1.316 0.811
C 2.625 -2.735 -1.140
C 3.863 -3.183 -1.869
C 4.456 -2.354 -3.007
O 3.839 -2.650 -4.250
C 4.292 -1.870 -5.316
N 4.885 -3.269 -0.775
H 1.794 -2.515 -1.810
H 2.818 -1.863 -0.434
H 2.273 -3.542 -0.532
H 3.676 -4.152 -2.368
H 5.563 -2.556 -3.078
H 4.364 -1.297 -2.783
H 4.006 -2.334 -6.261
H 5.359 -1.827 -5.470
H 3.916 -0.869 -5.297
H 4.551 -3.814 -0.003
H 5.764 -3.759 -1.078
C -1.897 -1.116 -6.547
C -2.105 -1.864 -5.240
C -2.277 -0.816 -4.035
O -1.001 -0.217 -3.761
C -1.126 0.649 -2.678
N -3.381 -2.550 -5.283
H -2.773 -0.604 -6.919
H -1.589 -1.926 -7.222
H -1.101 -0.419 -6.441
H -1.222 -2.453 -4.968
H -2.682 -1.242 -3.119
H -2.962 -0.025 -4.417
H -1.373 0.106 -1.733
H -1.947 1.370 -2.914
H -0.154 1.082 -2.539
H -3.621 -3.083 -4.440
H -3.443 -3.305 -6.020
C 6.082 0.096 0.412
O 4.899 -0.660 0.426
H 6.947 -0.593 0.371
H 6.271 0.723 -0.438
H 6.108 0.762 1.306
H 4.990 -1.461 -0.086
C -4.663 5.341 2.552
O -4.655 3.925 2.649
H -4.667 5.669 1.530
H -5.544 5.812 3.025
H -3.761 5.676 3.085
H -5.506 3.536 2.390
C -1.353 4.382 4.678
O -0.520 4.970 3.714
H -2.054 5.140 4.997
H -1.851 3.542 4.220
H -0.857 4.080 5.609
H 0.237 4.435 3.717
C 2.117 -1.189 3.558
O 1.156 -2.219 3.118
H 1.614 -0.298 3.798
H 2.589 -1.551 4.500
H 2.850 -1.072 2.775
H 0.524 -2.261 3.820
C 2.892 2.683 3.297
O 1.559 2.110 3.510
H 3.481 2.062 2.660
H 2.813 3.708 2.916
H 3.334 2.718 4.319
H 1.189 1.805 2.653
C 2.560 -5.612 1.534
O 2.864 -4.269 1.732
H 3.463 -6.222 1.572
H 1.944 -6.007 2.329
H 1.983 -5.845 0.647
H 2.138 -3.777 2.129
C -3.233 -2.959 3.338
O -3.862 -1.792 2.853
H -3.876 -3.712 3.773
H -2.661 -3.453 2.568
H -2.605 -2.631 4.201
H -4.709 -2.051 2.430
```



Here is a cluster of 2 separate species, C5H10O3PS in total in a non-equilibrium geometry from OMol25. Energies are from wB97M-V/def2-TZVPD.

Its net charge is -1. The value obtained for the energy relative to the best compared isomer or geometry (same formula, charge and spin) is 0.000 eV. As for the HOMO-LUMO gap: 7.26 eV. For the total energy, the calculation gives -1161.839875 Eh. As for the molecular weight: 181.17 Da. The maximum force comes out at 0.0735 Eh/bohr.

The geometry in XYZ format:
```
20
C5H10O3PS wB97M-V/def2-TZVPD
C -0.130 -0.885 -1.832
C 1.212 -0.418 -2.376
C 0.442 0.490 -0.080
C 0.628 -0.808 1.576
C -1.419 2.105 1.275
O 0.211 3.108 -0.701
O 1.299 2.519 1.553
O -0.567 0.053 -0.885
P 0.270 2.257 0.517
S 2.027 0.291 -0.899
H -0.899 -0.939 -2.609
H -0.019 -1.875 -1.358
H 1.817 -1.228 -2.775
H 1.095 0.374 -3.117
H 1.199 -0.206 2.255
H 1.148 -1.664 1.177
H -0.390 -0.997 1.874
H -1.730 3.114 1.547
H -2.119 1.694 0.554
H -1.385 1.485 2.165
```



Here is an isolated molecule of C3H5Cl in a non-equilibrium geometry from OMol25. Energies are from wB97M-V/def2-TZVPD.

Its net charge is 0. The value obtained for the energy relative to the best compared isomer or geometry (same formula, charge and spin) is 1.333 eV. As for the HOMO-LUMO gap: 10.65 eV. For the total energy, the calculation gives -577.424194 Eh. As for the molecular weight: 76.53 Da. The maximum force comes out at 0.0890 Eh/bohr.

The geometry in XYZ format:
```
9
C3H5Cl wB97M-V/def2-TZVPD
C 1.150 -0.217 0.946
C -0.065 0.182 0.601
C -0.636 0.078 -1.078
Cl -1.405 0.437 1.613
H 1.584 0.068 1.938
H 1.766 -0.235 0.136
H -1.214 -0.906 -0.989
H -1.317 0.912 -1.437
H 0.137 -0.320 -1.729
```



Here is a cluster of 2 separate species, C5H9NO in total from OMol25. Energies are from wB97M-V/def2-TZVPD.

Its net charge is 0. The value obtained for the energy relative to the best compared isomer or geometry (same formula, charge and spin) is 4.253 eV. As for the HOMO-LUMO gap (spin up / spin down): 7.77 / 7.77 eV. For the total energy, the calculation gives -325.781269 Eh. As for the molecular weight: 99.13 Da. The maximum force comes out at 0.0100 Eh/bohr.

The geometry in XYZ format:
```
16
C5H9NO wB97M-V/def2-TZVPD
C -0.454 -0.761 -2.049
C -0.615 -0.279 -0.647
C -0.562 1.107 -0.051
N -0.365 0.405 1.234
C 0.515 0.617 2.132
C -0.684 -0.962 0.557
O -0.738 -2.021 1.136
H -1.373 -0.643 -2.636
H -0.190 -1.823 -2.049
H 0.343 -0.223 -2.579
H 1.534 -0.270 -0.110
H 0.299 1.750 -0.296
H -1.482 1.703 -0.063
H 1.985 0.033 0.416
H 1.008 1.580 2.224
H 0.779 -0.213 2.783
```